Density functional theory data (the ωB97M-V functional and the def2-TZVPD basis) for one molecule with the formula C23H28FN3O.

Summary:
E_HOMO   -8.3865 eV
HOMO-LUMO gap   8.9 eV
Lowest unoccupied orbital energy   0.020 Eh

ORCA input file:
```
! wB97M-V def2-TZVPD RIJCOSX def2/J DEFGRID3
* xyz 0 1
C -6.12742 -3.90531 0.74016
C -5.42528 -2.64861 0.32271
C -5.87218 -1.40156 0.73299
C -5.21117 -0.24793 0.34615
C -4.09068 -0.31389 -0.46703
C -3.36188 0.92808 -0.90666
N -1.93421 0.76923 -0.71010
C -1.52133 0.66226 0.67867
C -1.58107 2.00462 1.42961
C -0.86103 3.14539 0.70967
C -1.14731 3.13159 -0.79169
C -1.09535 1.72338 -1.40954
C 0.31316 1.12070 -1.50284
C 0.89760 0.71753 -0.14684
N 2.06444 -0.12348 -0.33660
C 3.31030 0.27520 0.03744
O 3.52745 1.34002 0.57246
N 4.27927 -0.66806 -0.25678
C 5.64738 -0.60755 -0.01403
C 6.26625 0.48319 0.59381
C 7.63222 0.47582 0.80372
C 8.41298 -0.60195 0.42035
C 7.78238 -1.67436 -0.18101
F 8.51675 -2.74219 -0.56717
C 6.42146 -1.69974 -0.40539
C -0.14524 -0.01438 0.69915
C -3.64110 -1.56266 -0.88092
C -4.29710 -2.71201 -0.48929
H -6.41826 -4.48692 -0.13364
H -5.46677 -4.52477 1.34627
H -7.01847 -3.67991 1.32056
H -6.74574 -1.32808 1.36539
H -5.57583 0.71357 0.68064
H -3.52635 1.07152 -1.98103
H -3.78461 1.80373 -0.38759
H -2.22306 -0.02198 1.17272
H -1.16560 1.87483 2.42992
H -2.63518 2.26912 1.54766
H 0.21089 3.08768 0.88764
H -1.19607 4.09880 1.12804
H -0.44173 3.78171 -1.31114
H -2.15061 3.52979 -0.96649
H -1.47480 1.80332 -2.43743
H 0.98565 1.82060 -2.00079
H 0.23847 0.22138 -2.12054
H 1.28111 1.59025 0.38216
H 1.92198 -1.00604 -0.80096
H 3.97052 -1.52034 -0.70213
H 5.66747 1.32533 0.89526
H 8.09799 1.32719 1.27567
H 9.47880 -0.62008 0.57843
H 5.97623 -2.56202 -0.87918
H 0.21046 -0.10789 1.72602
H -0.27530 -1.02003 0.29016
H -2.76465 -1.61746 -1.50877
H -3.93587 -3.67665 -0.81782
*
```